1.
# C3H5NS

One molecule with the formula C3H5NS (the ωB97M-V functional and the def2-TZVPD basis, the OMol25 dataset).

## Properties
**Spin multiplicity**: 3
**Expectation value of S²**: 2.008
**HOMO-LUMO gap (alpha / beta)**: 7.41 / 6.35 eV

Each line ends with the Löwdin charge.
Atoms and positions in Å:
H  -2.2277  1.6558  0.0888  0.06
S  2.9297  0.7706  0.3410  0.78
C  0.6992  0.6750  0.3861  -0.24
H  2.9360  -0.0604  -1.6450  0.01
H  -1.8846  0.7853  -1.3954  0.10
N  3.3414  -0.4697  -0.8157  -0.35
C  -0.4420  0.7939  0.1601  -0.29
H  2.8870  -1.3089  -0.5671  0.00
H  -2.2187  -0.1652  0.1295  0.05
C  -1.8372  0.7267  -0.2558  -0.12

***

2.
# C33H33As2Br2NOPtS

C33H33As2Br2NOPtS as an isolated structure (the ωB97M-V functional and the def2-TZVPD basis, the OMol25 dataset).

## Properties
**HOMO-LUMO gap (alpha / beta)**: 5.93 / 5.93 eV

Each line ends with the Löwdin charge.
Atoms and positions in Å:
C  3.3528  -2.3512  4.1560  -0.09
H  6.6892  -1.3702  -1.0367  0.11
C  -0.0195  4.9697  -1.2800  -0.63
C  -4.2315  -0.9446  -1.2229  -0.41
H  -3.0696  -2.7483  -0.9890  0.06
As  -3.0937  0.0878  0.0431  1.18
C  4.3311  1.0595  0.7955  -0.11
C  1.4590  -3.3127  -0.4919  -0.11
C  -5.4881  -0.0880  1.8522  -0.16
C  0.9321  -2.1755  2.7994  -0.70
C  -0.0542  3.2799  -3.1211  -0.03
C  3.8328  -0.1406  0.2985  -0.37
N  -0.3137  1.3175  -1.1875  -0.02
H  2.2864  -3.5190  5.6010  0.10
H  -5.1904  1.6991  -1.8290  0.06
H  -5.8379  -0.3443  2.8522  0.07
C  6.0268  -0.6870  -0.5249  -0.07
C  -0.2378  2.6045  -0.8068  -0.18
O  -0.6030  1.9587  1.4597  -0.24
H  -4.6629  -3.0074  -1.7194  0.07
C  -4.1170  -2.4411  -0.9664  -0.17
H  4.3084  -1.9436  -0.7605  0.11
H  1.8428  -2.1779  -4.1551  0.10
H  -2.8510  2.2801  -1.2002  0.05
H  1.3448  -3.6387  0.5354  0.09
H  -0.1507  1.6512  -4.5043  0.11
H  -0.0558  6.2636  0.4183  0.09
C  -0.1652  1.9594  -3.4709  -0.04
C  1.4222  -3.8169  -2.8392  -0.09
C  -3.9699  -0.1935  1.7883  -0.42
Br  0.1998  6.4337  -2.4940  0.73
H  1.2753  -4.5241  -3.6420  0.10
H  -3.5075  0.5376  2.4613  0.07
C  2.0854  -1.6000  2.2437  -0.40
H  1.0509  -5.2523  -1.2971  0.10
H  -5.9602  -0.7731  1.1466  0.06
H  3.6600  1.7401  1.3124  0.11
H  0.1333  -3.3577  4.3998  0.10
C  1.7700  -1.9875  -0.7696  -0.41
H  -5.0480  3.3256  -1.1643  0.08
C  1.0207  -2.8894  3.9969  -0.13
Br  -0.4364  4.6084  2.8311  0.76
C  -0.1042  5.2440  0.0662  -0.18
S  -0.6473  -2.0708  2.0421  0.51
C  5.6717  1.3768  0.6465  -0.08
H  4.1664  -1.1960  2.5505  0.09
C  1.7372  -2.4978  -3.1278  -0.09
C  -0.3696  2.8676  0.6087  -0.49
H  2.1663  -0.5567  -2.3134  0.10
H  -3.3362  2.5578  0.4678  0.08
H  -4.5225  -2.6922  0.0134  0.06
C  1.9094  -1.5913  -2.0989  -0.16
H  -5.8220  0.9264  1.6357  0.05
C  -0.2709  4.2193  0.9802  -0.61
As  1.9315  -0.5878  0.5928  1.31
H  7.5665  0.7472  -0.1296  0.10
C  -3.5580  1.9656  -0.4265  -0.38
H  4.2915  -2.3850  4.6915  0.10
C  -4.9686  2.2639  -0.9233  -0.15
C  2.2234  -2.9765  4.6680  -0.09
H  6.0623  2.3019  1.0481  0.11
C  1.2907  -4.2232  -1.5218  -0.08
H  -3.6494  -1.1826  2.1327  0.04
C  3.2805  -1.6764  2.9502  -0.10
H  -3.8971  -0.7063  -2.2378  0.07
C  -0.0915  3.6527  -1.7610  -0.20
Pt  -0.6074  -0.1898  0.6266  0.46
C  -0.2936  0.9971  -2.4593  -0.15
C  4.6889  -1.0071  -0.3692  -0.10
H  0.0502  4.0544  -3.8695  0.08
H  -0.3873  -0.0564  -2.6912  0.10
H  -5.2674  -0.6112  -1.1247  0.06
H  -5.7229  2.0366  -0.1715  0.05
C  6.5201  0.5039  -0.0143  -0.08

***

3.
# C5H9NO

One molecule with the formula C5H9NO (the ωB97M-V functional and the def2-TZVPD basis, the OMol25 dataset).

## Properties
**Structure (SMILES)**: C[C@@H](C=O)/C=C\N
**HOMO-LUMO gap**: 9.81 eV

Each line ends with the Löwdin charge.
Atoms and positions in Å:
H  1.5313  0.3369  -1.2990  0.07
H  -0.1946  1.0533  2.0165  0.10
H  -2.0714  -1.4408  -0.7821  0.08
H  0.9620  -1.7409  1.6602  0.12
C  -0.7158  -0.5334  0.6217  -0.31
O  1.1808  -1.8272  -0.3651  0.02
C  -1.3891  -0.5863  -0.7357  -0.07
C  0.8909  1.4283  0.2890  -0.23
C  0.6760  -1.3862  0.6572  -0.19
N  1.2703  1.2798  -1.0131  0.03
H  -1.9702  0.3209  -0.9344  0.08
H  -1.3693  -0.8844  1.4227  0.13
C  -0.0306  0.7278  0.9910  -0.11
H  0.6094  1.6416  -1.6960  0.09
H  1.3077  2.3293  0.7357  0.10
H  -0.6875  -0.7186  -1.5686  0.07

***

For each record above, in turn, the calculated max |F| values are 0.10403 0.03593 0.06983 Eh/bohr.